(1)
C7H14OS4 | ωB97M-V/def2-TZVPD

CARTESIAN COORDINATES (ANGSTROEM)
H  -4.60649  -0.68546  -1.78175
C  -4.57087  0.05135  -0.89740
S  2.55003  0.22393  -1.97262
H  -3.06898  1.42010  -1.66986
S  1.95943  2.53965  -0.38438
H  2.75741  -0.12171  2.43026
H  3.47394  1.07640  1.52763
O  -2.59810  1.05783  0.21056
H  0.99138  2.54552  0.59945
S  -0.39674  0.51744  -1.14037
H  2.96892  -0.95572  -1.57421
S  -0.71803  1.94432  1.62131
C  1.65351  0.79614  -0.58866
H  -5.23498  0.87827  -1.03453
H  -2.50890  -0.34002  -1.34948
H  -4.77268  -0.57055  -0.01830
C  -1.23988  1.06991  0.29843
C  1.70396  0.01186  0.65169
H  3.85903  -0.39324  0.85557
H  2.00108  -2.02812  1.23576
C  -3.11083  0.55753  -1.01649
C  1.43218  -1.49294  0.44892
H  0.33484  -1.61908  0.68072
H  0.97163  0.62116  1.41225
H  1.80786  -1.79281  -0.52015
C  3.09012  0.11289  1.38580

Atoms 1-3, force components in eV/Å:
H -0.573 1.248 1.109
C 1.582 -1.373 -1.496
S 0.439 0.809 -1.593

The calculation puts the relative energy (zero: lowest compared OMol25 entry of this formula, charge and spin) at 0.0 kcal/mol. Its spin multiplicity is 1. The calculation puts the total energy at -1943.0015 hartree. Its SMILES is CCOC(=S)SC(S)(S)C(C)C. Its frontier orbital gap is 8.66 eV. For the LUMO energy, the calculation gives 0.0042 Eh. The net charge is 0.

=====

(2)
C7H14OSSi | ωB97M-V/def2-TZVPD

CARTESIAN COORDINATES (ANGSTROEM)
O  2.38715  2.17825  -0.16209
Si  2.14852  0.61839  -0.25555
C  2.48492  -0.54693  1.11627
C  -1.68547  -0.55584  -0.10212
C  -1.20197  -1.94598  0.24872
H  2.92219  -0.08305  1.95574
H  -2.11010  -2.50840  0.32686
H  -3.16123  -0.46623  1.36830
H  -0.68883  -1.93726  1.21266
H  -0.59835  -2.25841  -0.53004
S  -1.70834  2.04152  -0.53166
C  -3.05995  -0.10393  0.37774
C  2.92937  0.19091  -1.86874
H  -3.86209  -0.68201  -0.14311
H  3.55089  1.03847  -2.22473
C  -0.94952  0.47931  -0.43689
H  2.22961  -0.02096  -2.68622
H  2.17748  2.89859  0.41035
H  3.50643  -0.71165  -1.87860
H  3.32375  -1.22592  0.85128
C  -3.15670  1.36836  0.41592
H  1.57938  -1.17867  1.34629
H  -4.08291  1.67686  -0.16096
H  -2.97425  1.73458  1.35056

Atoms 1-3, force components in eV/Å:
O 1.373 2.536 -0.068
Si -2.488 -1.934 -0.899
C 0.583 -1.910 -0.341

The calculation puts the relative energy (zero: lowest compared OMol25 entry of this formula, charge and spin) at 0.0 kcal/mol. Its spin multiplicity is 3. The calculation puts the total energy at -1037.8478 hartree. Its frontier orbital gap (spin up / spin down) is 4.76 / 5.47 eV. For the LUMO energy (spin up / spin down), the calculation gives 0.0243 / -0.0738 Eh. The net charge is 0.

=====

(3)
C7H14OSi | ωB97M-V/def2-TZVPD

CARTESIAN COORDINATES (ANGSTROEM)
H  3.29771  -0.73439  -0.48146
H  -2.39428  0.92876  0.76412
H  -3.23527  0.22373  -0.57452
H  1.21744  -0.68642  -2.14883
H  -0.89476  2.29560  0.27861
H  1.09392  -0.76010  1.68707
H  2.04162  0.92108  -2.20369
H  -2.02120  -2.42322  -0.93478
C  0.15396  2.20012  0.59894
H  0.35295  2.29154  1.61450
C  1.74383  -0.43578  0.87030
Si  0.37071  0.49462  -0.13085
H  0.76048  2.98197  0.07813
C  -1.13176  -1.85315  -0.73254
H  -0.19256  -2.24154  -1.15648
H  0.34599  0.76624  -2.70944
H  3.55721  -1.42362  1.19290
H  -2.65600  -1.83726  1.09258
C  1.10374  0.44850  -1.95515
C  -2.45583  -0.02195  0.18731
C  2.94128  -0.82173  0.54901
C  -1.17511  -0.58083  -0.32104
O  -3.07411  -0.88887  1.19272

Atoms 1-3, force components in eV/Å:
H 0.166 0.567 0.361
H 0.574 -0.455 -0.558
H 0.676 -0.555 0.029

The calculation puts the relative energy (zero: lowest compared OMol25 entry of this formula, charge and spin) at 44.0 kcal/mol. Its spin multiplicity is 1. The calculation puts the total energy at -639.7637 hartree. Its SMILES is C=C[Si](C)(C)C(=C)CO. Its frontier orbital gap is 10.07 eV. For the LUMO energy, the calculation gives 0.0238 Eh. The net charge is 0.

=====

(4)
C7H14S | ωB97M-V/def2-TZVPD

CARTESIAN COORDINATES (ANGSTROEM)
H  1.08627  0.46068  -2.37545
H  2.78138  1.34501  0.27069
C  -1.65479  0.68031  0.04900
H  -0.15921  0.61263  1.65094
H  1.71548  -2.94379  -2.22388
H  1.87947  1.90458  1.59374
C  1.99304  1.97849  0.49944
H  -2.34797  1.50778  -0.08570
H  -1.67189  -0.77781  -1.64982
H  1.71178  -2.62300  -0.49674
H  -1.70294  -0.40178  1.98927
C  1.13856  -2.65006  -1.38085
C  0.70379  1.57517  -0.16192
H  -3.24457  -0.46712  0.97660
H  0.23179  -2.94818  -1.15286
H  -1.95667  -1.56770  0.62521
H  -0.70518  2.27606  1.28413
C  -0.43494  1.38232  0.79022
S  0.57803  0.00998  -1.13173
C  -1.09164  0.15089  -1.23503
H  2.20209  2.98400  0.42271
C  -2.24531  -0.48005  0.93574

Atoms 1-3, force components in eV/Å:
H -0.273 -0.598 1.264
H 1.781 -0.820 -0.785
C 1.192 0.124 1.214

The calculation puts the relative energy (zero: lowest compared OMol25 entry of this formula, charge and spin) at 215.1 kcal/mol. Its spin multiplicity is 1. The calculation puts the total energy at -672.9537 hartree. Its frontier orbital gap (spin up / spin down) is 5.21 / 5.44 eV. For the LUMO energy (spin up / spin down), the calculation gives -0.0399 / -0.0304 Eh. The net charge is 0.

=====

(5)
C7H15BF3O4P | ωB97M-V/def2-TZVPD

CARTESIAN COORDINATES (ANGSTROEM)
C  -2.02127  -1.44352  -0.78666
F  3.44287  2.21503  0.50828
H  -2.33119  -0.95298  1.31651
C  2.97506  -1.90702  -0.04423
H  -3.58547  1.08019  1.00341
H  -3.98599  0.63177  -0.66080
O  0.80579  -3.11838  0.51675
C  1.22441  0.87796  -0.82543
H  -4.04414  -2.19940  1.15144
H  3.24513  -1.37277  -0.95865
F  2.13253  3.66789  1.43760
C  -3.20417  0.60139  0.10142
H  -2.64414  -1.38357  -1.68249
H  1.19289  4.09027  -0.92811
H  2.25834  0.56345  -0.96915
C  1.17836  2.27111  -0.21644
P  0.25973  -0.37990  0.11778
C  -2.84334  -0.84836  0.35564
O  -0.81218  -0.76216  -1.10158
C  2.18440  2.42540  0.91908
H  0.75408  0.94099  -1.80879
H  -2.34392  1.16411  -0.26521
H  3.45153  -1.38086  0.79116
F  1.94373  1.56170  1.92247
H  -1.82489  -2.50471  -0.59814
H  0.16376  -3.04588  1.23001
O  -4.05647  -1.61529  0.38915
B  1.42828  -1.93641  0.17857
H  3.38180  -2.91958  -0.08924
O  1.48695  3.21965  -1.21800
H  0.18754  2.45988  0.21365

Atoms 1-3, force components in eV/Å:
C -0.053 -0.001 -0.089
F -0.023 0.025 0.021
H 0.111 0.068 -0.099

Its spin multiplicity is 1. The calculation puts the total energy at -1242.5446 hartree. Its SMILES is CB(O)P(C[C@H](O)C(F)(F)F)OC[C@@H](C)O. Its frontier orbital gap is 8.60 eV. For the LUMO energy, the calculation gives 0.0117 Eh. The net charge is 0.

=====

(6)
C7H15BN2O2S | ωB97M-V/def2-TZVPD

CARTESIAN COORDINATES (ANGSTROEM)
H  0.06659  -2.64163  -1.80056
S  -2.43711  0.59926  1.08300
H  1.65543  0.97268  -0.86590
H  1.17333  2.79822  -0.15773
H  -0.95097  -1.65544  1.57252
C  0.15959  -1.55119  -1.93999
H  -2.57009  -3.68367  -0.28991
H  1.54776  2.11291  2.54043
H  -0.67769  2.40449  2.19532
C  1.48491  -1.04575  -1.52942
C  -0.82137  0.87127  0.74403
B  -1.49052  -2.24266  -0.16373
H  0.85152  0.69899  2.83187
C  1.29338  0.03894  -0.44819
O  -1.43796  -2.39309  1.16469
H  2.00292  -1.91407  -1.16117
C  -0.09789  1.91352  1.42189
H  1.87886  -0.22563  0.48451
H  0.41517  3.95300  0.87369
H  -1.69476  -0.53549  -1.40629
C  0.26660  2.99291  0.39112
H  2.09050  -0.61541  -2.34283
N  -0.17055  0.11974  -0.11248
C  -0.81638  -0.98800  -0.89096
H  -0.08636  -1.39841  -2.97240
N  1.03855  1.40542  2.10007
O  -2.14488  -3.16853  -0.97865
H  -0.52858  3.17763  -0.34293

Atoms 1-3, force components in eV/Å:
H 0.541 0.298 -0.462
S -0.077 0.371 -0.053
H -0.043 0.198 0.396

Its spin multiplicity is 1. The calculation puts the total energy at -958.8346 hartree. Its SMILES is C[C@H](N)C(=S)N1CCC[C@H]1B(O)O. Its frontier orbital gap is 8.52 eV. For the LUMO energy, the calculation gives 0.0187 Eh. The net charge is 0.